A molecular structure, C23H13BaCl6N3O14. Source: the Open Molecules 2025 dataset; level of theory: ωB97M-V/def2-TZVPD.

As for the energy relative to the best compared isomer or geometry (same formula, charge and spin): 0.838 eV. As for the LUMO energy: 3.6 eV. The total energy comes out at -133032.3765 eV. As for the net charge: -2. The value obtained for the HOMO-LUMO gap is 6.58 eV. As for the spin multiplicity: 1. The HOMO energy is -3.01 eV.

Last column: Mulliken charge in e.
Element x y z (Å)
1 Ba -0.30 -0.35 -2.12  1.727
2 Cl 1.74 0.09 -4.86  -0.151
3 Cl -2.87 3.04 1.51  -0.143
4 Cl -4.62 3.25 -0.78  -0.143
5 Cl 0.73 -0.29 -7.59  -0.230
6 Cl -4.83 1.00 0.99  -0.167
7 Cl 2.66 1.00 5.36  -0.161
8 O 5.10 1.81 3.74  -0.649
9 O -2.32 6.06 -4.04  -0.620
10 O -1.97 5.28 -1.22  -0.717
11 O -0.63 -2.29 0.24  -0.623
12 O -0.43 -2.42 -3.51  -0.650
13 O 1.40 -2.84 -1.54  -0.196
14 O 0.61 -3.04 1.95  -0.513
15 O 0.45 -4.25 -4.49  -0.741
16 O -1.60 2.39 -1.07  -0.230
17 O 5.32 1.40 1.58  -0.579
18 O 3.86 0.81 -0.35  -0.887
19 O 1.70 0.33 -0.71  -0.260
20 O -2.07 3.61 -5.67  -0.650
21 O -1.45 1.39 -3.88  -0.650
22 N -2.60 0.16 -0.85  -0.874
23 N 1.26 0.06 1.91  -0.356
24 N 1.25 0.14 3.25  0.536
25 C 2.42 0.67 3.71  0.027
26 C 2.42 0.52 1.51  0.247
27 C -1.71 2.56 -3.51  0.521
28 C 0.11 -0.36 3.93  0.048
29 C -1.98 3.68 -4.46  0.289
30 C 4.62 1.43 2.70  0.439
31 C -1.95 4.53 -2.18  0.340
32 C -2.12 4.95 -3.63  0.409
33 C -3.68 2.13 0.22  0.866
34 C 0.33 -0.36 -5.86  0.273
35 C -2.15 -1.45 5.10  -0.484
36 C 3.23 0.90 2.62  -0.085
37 C 0.41 -2.72 0.66  0.851
38 C 1.64 -3.01 -0.18  -0.622
39 C 0.21 -3.52 -3.53  0.125
40 C -1.79 3.09 -2.20  0.079
41 C 0.73 -3.95 -2.14  -0.194
42 C 0.23 -1.09 5.11  -0.454
43 C -0.91 -1.62 5.69  -0.745
44 C -1.13 -0.19 3.33  0.123
45 C -2.68 1.33 -0.62  -0.151
46 C 2.69 0.56 0.01  0.469
47 C -2.26 -0.74 3.91  -0.679
48 H -0.17 -2.72 2.44  0.297
49 H -3.04 -1.88 5.56  0.389
50 H 1.43 -4.78 -2.25  0.295
51 H -3.21 -0.61 3.43  0.419
52 H -1.20 0.35 2.39  0.538
53 H 4.81 0.98 0.81  0.443
54 H 2.01 -4.01 0.06  0.417
55 H -0.45 0.36 -5.65  0.086
56 H -0.12 -4.25 -1.53  0.285
57 H 2.41 -2.29 0.12  0.202
58 H 1.20 -1.26 5.55  0.435
59 H 0.06 -1.37 -5.59  0.084
60 H -0.82 -2.19 6.61  0.345